# 1
74
Properties=species:S:1:pos:R:3:forces:R:3 method="wB97M-V/def2-TZVPD" molar_mass_g_mol=493.5 fmax_ev_per_a=3.00 e_homo_ev=-7.777
C 6.975376 -3.184676 0.799415 -0.20 -0.31 -0.10
C 6.209359 -2.642321 -0.386965 0.11 -0.15 0.05
O 5.479577 -1.466374 0.006737 0.14 0.04 0.03
P 5.451638 -0.252981 -1.026067 -0.29 0.00 -0.45
O 5.047933 -0.621450 -2.396685 0.13 0.06 0.06
C 4.391941 0.926992 -0.197776 -0.26 -0.30 0.23
C 2.903360 0.715709 -0.580499 0.60 0.82 0.67
Nb 1.469910 1.654989 0.859814 0.62 -2.35 -1.76
C -0.459941 0.751082 0.121975 -0.31 0.91 0.53
C -1.111632 1.432218 -1.091779 -0.50 -0.14 -0.08
C -2.272965 2.353640 -0.702850 0.42 0.02 0.62
C -3.428551 1.695889 0.052932 -0.31 0.00 -0.10
C -4.304973 0.785897 -0.833752 0.10 0.24 0.58
C -5.800585 0.935111 -0.536079 0.07 0.46 -0.15
C -6.709093 0.566419 -1.714525 0.47 -0.20 -0.10
C -6.924006 -0.938514 -1.965425 -0.40 0.00 0.08
C -6.788520 -1.829829 -0.737078 -0.12 -0.11 -0.37
O -7.282270 -3.126302 -1.042023 0.08 -0.02 0.14
C -8.338497 -3.589776 -0.231693 -0.04 -0.26 -0.07
C 1.879543 -0.124058 2.260993 0.20 0.33 0.21
C 1.047687 -0.169086 3.481020 0.01 -0.16 0.05
C -0.378456 -0.657432 3.312958 0.23 -0.21 -0.33
N 1.391442 0.194041 4.654470 -0.03 0.16 0.07
O 6.946865 0.323454 -0.956029 -0.03 -0.11 -0.03
C 7.569941 0.771737 -2.170248 0.48 0.30 -0.12
C 8.229313 -0.358884 -2.927457 -0.08 -0.25 0.03
H 7.638501 -3.978111 0.448014 0.12 0.09 0.04
H 7.553830 -2.400067 1.283305 0.05 -0.03 -0.02
H 6.304068 -3.648245 1.522872 -0.03 0.20 0.10
H 5.495607 -3.375057 -0.765477 -0.03 0.04 0.00
H 6.901129 -2.413978 -1.200915 -0.06 0.14 0.00
H 4.526484 0.770281 0.874616 0.21 0.14 -0.02
H 4.728556 1.936097 -0.432681 0.00 0.00 0.02
H 2.719328 -0.363049 -0.616931 -0.33 0.05 -0.12
H 2.763071 1.162738 -1.568926 -0.24 -0.26 -0.09
H 2.857132 2.547421 1.679564 -0.72 0.41 0.33
H 1.328760 3.138093 -0.226904 0.06 0.29 0.23
H 0.494911 2.535581 2.237283 -0.06 0.43 0.29
H -0.180623 -0.279335 -0.134382 0.35 0.06 0.12
H -1.162105 0.667942 0.953969 -0.12 -0.24 -0.18
H -1.490277 0.669980 -1.783885 -0.02 0.04 -0.02
H -0.403580 2.035272 -1.663622 0.06 -0.08 0.00
H -1.840610 3.137302 -0.052584 0.04 0.11 -0.16
H -2.665424 2.875838 -1.578455 -0.01 0.00 0.01
H -3.068560 1.107608 0.903881 0.08 0.05 -0.04
H -4.059175 2.493118 0.472189 -0.04 0.00 -0.08
H -3.977632 -0.239926 -0.653220 -0.03 -0.08 -0.49
H -4.120835 1.079660 -1.870063 -0.01 -0.29 -0.07
H -5.970062 1.997489 -0.327447 -0.07 -0.02 0.00
H -6.070127 0.411515 0.384694 -0.01 -0.05 -0.05
H -6.227495 0.981585 -2.604610 -0.17 0.11 -0.03
H -7.660131 1.093084 -1.623109 -0.08 -0.18 0.16
H -6.278391 -1.315961 -2.759903 0.11 0.03 0.10
H -7.946696 -1.089228 -2.320840 0.04 0.01 -0.11
H -5.738567 -1.954404 -0.453295 -0.04 0.20 0.18
H -7.355804 -1.393191 0.091288 0.11 -0.06 0.09
H -8.241324 -4.672342 -0.138584 0.03 0.01 -0.03
H -9.313509 -3.388933 -0.689929 0.01 0.16 0.09
H -8.303683 -3.166241 0.776307 -0.03 0.05 -0.04
H 1.765019 -1.028576 1.654446 -0.18 0.10 -0.12
H 2.941923 -0.040735 2.515574 -0.01 0.03 0.04
H -0.663277 -1.308416 4.136691 -0.05 0.17 0.10
H -0.493308 -1.203505 2.375876 -0.05 -0.02 0.02
H -1.039141 0.208584 3.257742 -0.11 -0.07 0.13
H 2.356430 0.526223 4.642012 -0.01 -0.02 0.04
H 8.335913 1.485505 -1.863410 -0.08 0.01 0.16
H 6.862537 1.314484 -2.799355 -0.13 -0.15 0.04
H 8.856356 -0.946671 -2.253576 0.03 0.06 0.01
H 8.868173 0.036145 -3.719094 -0.05 0.04 -0.01
H 7.486243 -1.022478 -3.368666 -0.03 0.05 -0.01
O -1.873953 2.548210 2.740961 -0.34 0.14 0.20
H -1.929297 3.149033 1.965292 0.21 -0.25 -0.23
H -2.736763 2.320232 3.135430 0.01 0.17 0.02
H -1.168018 2.853934 3.364477 0.52 -0.33 -0.32



# 2
99
Properties=species:S:1:pos:R:3:forces:R:3 method="wB97M-V/def2-TZVPD" molar_mass_g_mol=921.0 fmax_ev_per_a=6.08 de_lowest_kj_mol=592.14 e_homo_ev=-15.215 total_charge=+2
Al -0.345424 -1.137050 -0.027533 -0.04 1.21 -0.80
C -5.047204 0.216575 -2.218316 -0.95 -0.12 -0.73
F -5.151059 0.849777 -3.401805 0.26 0.14 1.27
F -4.773193 1.031294 -1.192410 -0.01 -0.56 -1.17
F -6.190096 -0.428954 -2.012399 0.23 0.45 0.41
S -3.763812 -1.114054 -2.499963 -1.20 0.25 -2.63
O -2.919014 -0.593698 -3.571011 -0.01 -0.45 0.59
O -3.031860 -1.184353 -1.260866 1.53 -0.63 2.23
O -4.532254 -2.294095 -2.876230 1.00 1.05 0.77
O 1.789090 0.786807 -0.431174 0.52 1.42 -0.31
S 2.419581 2.022343 -0.933351 2.52 -0.50 1.95
O 1.866684 2.720460 -2.040305 -0.40 0.00 -0.17
O 2.582068 3.029944 0.366085 -0.56 -2.39 -0.86
C 3.087309 4.331587 0.065082 -1.49 0.88 -0.81
C 3.020808 5.165714 1.292548 0.88 0.04 0.50
C 4.289084 1.711789 -1.198929 -1.25 -0.41 -1.29
H 2.335934 4.761775 -0.597097 0.46 0.05 -0.62
H 4.080521 4.311260 -0.383498 -0.04 -0.16 -0.04
H 2.052717 5.108630 1.790197 0.05 -0.01 -0.10
H 3.220252 6.186086 0.965199 -0.06 0.10 0.27
H 3.832018 4.856600 1.951701 -0.14 0.20 0.42
H 4.659570 2.208223 -2.095799 -0.51 1.01 0.21
H 4.373142 0.701103 -1.598360 -0.11 -0.43 1.02
H 4.895392 1.966072 -0.329551 -0.47 -0.40 0.01
O -2.413429 -5.287487 -1.829992 1.70 2.77 -0.89
S -1.438750 -4.395059 -2.483912 -0.78 -3.91 -1.28
O -0.813390 -3.254748 -1.860056 0.22 0.89 1.23
O -0.215505 -5.361839 -2.975343 -0.85 2.39 0.99
C -0.598941 -6.595184 -3.538405 -0.20 -2.98 0.11
C -0.160734 -6.765505 -4.974750 0.45 2.05 0.96
C -1.930836 -3.829773 -4.117926 -0.21 0.24 -0.03
H -1.639362 -6.872424 -3.368848 -0.15 0.58 0.03
H -0.045189 -7.349263 -2.979089 -0.03 0.01 0.30
H 0.895146 -6.511797 -4.880634 0.40 -0.88 -0.70
H -0.517260 -5.884692 -5.508736 -0.49 -0.53 -0.75
H -0.426936 -7.748408 -5.363523 0.24 0.35 -0.16
H -2.817147 -3.195495 -4.102284 0.14 -0.24 0.26
H -2.110122 -4.694247 -4.757187 -0.05 -0.08 0.30
H -1.079301 -3.263471 -4.495138 0.02 0.01 0.09
O 2.222966 -1.384656 1.500136 0.20 0.22 0.59
S 3.570741 -1.030116 1.918352 2.57 0.87 -1.41
O 4.530902 -0.556979 0.883191 -2.24 -1.16 2.42
O 3.472456 0.126261 3.076844 -2.22 -2.47 -2.51
C 4.630193 0.769354 3.517524 1.59 0.11 -0.37
C 4.571386 0.669565 4.989382 -0.15 0.67 1.27
C 4.333825 -2.430990 2.891903 -0.95 0.81 -0.65
H 4.615107 1.778292 3.105332 -0.09 0.23 0.38
H 5.542428 0.337907 3.105500 -0.04 -0.34 -0.09
H 4.495328 -0.324702 5.429564 0.49 -0.31 -0.56
H 3.619755 1.101519 5.299076 0.26 0.55 0.32
H 5.429987 1.184312 5.420573 -0.24 0.09 0.29
H 5.414854 -2.332682 2.792900 -0.17 0.20 0.32
H 4.022086 -3.405973 2.517290 -0.13 0.28 -0.37
H 3.896973 -2.299607 3.881850 0.48 -0.02 0.08
O -2.689946 -0.327658 1.582082 -1.89 0.16 0.36
S -3.880062 -0.128314 2.454646 -1.53 1.60 1.29
O -4.315169 1.251827 2.843041 1.44 -3.39 -1.41
O -5.198709 -0.947371 1.932630 3.02 0.25 -1.04
C -6.581339 -0.671864 2.290424 0.15 0.87 1.07
C -7.325399 -0.007649 1.142834 0.16 0.10 -0.93
C -3.541742 -1.067959 3.949061 0.87 0.51 -1.04
H -6.502179 -0.081522 3.203289 -0.51 0.25 -0.07
H -6.914919 -1.668322 2.580064 -0.39 0.19 -0.27
H -6.598937 0.450765 0.471854 0.29 -0.49 -0.12
H -7.961701 0.869884 1.257541 -0.21 -0.28 1.24
H -7.914593 -0.736891 0.586831 0.17 0.00 -0.08
H -3.413926 -2.112332 3.664381 -0.96 -0.09 0.15
H -4.306304 -0.745362 4.655797 0.21 -0.59 0.13
H -2.515802 -0.816422 4.217903 -0.20 0.67 0.42
O 0.041806 -0.929228 -5.100295 0.75 1.18 2.18
S 0.460628 0.044932 -4.079041 -0.74 1.27 -4.49
O 0.511533 -0.266427 -2.687160 0.14 -0.67 1.22
O 1.932015 0.625859 -4.524045 -1.83 -2.57 3.55
C 2.169283 0.985515 -5.842008 2.73 2.30 -0.91
C 3.777565 1.035543 -5.968214 -0.78 -0.72 -0.44
C -0.575141 1.586838 -4.320567 1.41 -1.39 1.16
H 1.852503 2.027124 -5.789056 -0.19 0.19 -1.24
H 1.639722 0.389517 -6.585280 0.26 -0.07 0.11
H 4.198713 1.464453 -6.877487 -0.79 0.01 -0.42
H 4.185613 0.025273 -5.937545 -0.16 -0.11 0.15
H 4.307224 1.616697 -5.213339 -0.73 0.00 0.52
H -1.601479 1.331564 -4.056840 0.08 -0.01 -0.68
H -0.313417 1.910883 -5.327827 -0.62 0.04 0.11
H -0.184405 2.247587 -3.546717 0.10 0.23 -0.21
O -0.030238 1.023460 1.826459 -0.26 -0.01 0.63
S -0.106603 2.096663 2.797642 -0.42 5.53 2.50
O -0.440577 3.530673 2.373771 0.77 -5.07 0.78
O -1.065561 1.671225 4.089157 0.19 0.55 -2.07
C -1.563661 2.717844 5.000966 -1.39 0.94 0.46
C -1.044823 2.376874 6.373721 0.43 -0.56 -0.40
C 1.416741 2.347341 3.877598 -0.14 -0.52 -1.94
H -2.653440 2.712977 4.979512 -0.17 -1.02 -0.09
H -1.494264 3.769472 4.722821 1.42 -0.16 -0.72
H -1.405225 2.941861 7.233374 -0.42 0.13 -0.42
H 0.040279 2.479852 6.380981 0.05 -0.24 0.12
H -1.331547 1.328926 6.461380 0.34 -0.08 0.69
H 1.265144 3.225224 4.505629 -0.43 -0.23 -0.14
H 2.174424 2.574398 3.127616 0.21 0.03 0.12
H 1.690430 1.440321 4.416602 -0.39 0.11 -0.12



# 3
98
Properties=species:S:1:pos:R:3:forces:R:3 method="wB97M-V/def2-TZVPD" molar_mass_g_mol=963.7 fmax_ev_per_a=4.55 e_homo_ev="-10.335 / -10.335" multiplicity=2
P -1.362034 -1.413361 1.119625 -1.13 -0.86 0.15
F -0.436104 -0.866476 2.352617 -0.72 0.30 -1.07
F -2.739391 -0.946021 1.843198 0.37 1.52 0.35
F -1.323123 -0.021304 0.231259 0.95 0.20 0.88
F -2.349865 -1.929014 -0.082765 0.44 -0.64 -0.97
F -0.009355 -2.000024 0.406622 -1.03 0.65 0.02
F -1.631838 -2.806763 1.852262 1.02 -0.86 0.25
Cl -3.590286 4.481518 2.081403 0.20 -0.19 0.24
C -2.065716 3.785270 1.445006 0.22 -0.43 0.13
C -1.584783 2.474481 2.131649 -0.53 0.87 0.16
Cl -1.037450 2.747351 3.868957 -0.23 -0.05 -1.21
H -1.315457 4.575960 1.441638 0.06 -0.20 0.40
H -2.301604 3.625409 0.392914 0.14 -0.47 -0.03
H -0.777023 2.051573 1.534354 0.16 0.18 0.40
H -2.366990 1.718510 2.200567 -0.04 0.21 -0.01
Cl 0.895989 -4.616357 4.979959 0.12 0.16 -0.21
C -0.846010 -4.617785 4.536340 0.20 -0.23 1.57
C -1.348955 -5.999316 4.860909 -0.18 -1.34 -0.25
Cl -3.078106 -6.144069 4.552903 -1.27 0.14 -0.98
H -0.944378 -4.294539 3.500029 -0.20 -0.16 0.27
H -1.324981 -3.972804 5.272999 0.00 0.51 -0.59
H -1.433477 -6.368207 5.883104 1.39 0.88 0.27
H -0.827845 -6.771724 4.295287 -0.07 0.11 -0.14
O -0.735748 3.797967 -3.212357 1.01 0.15 0.38
S 0.583207 3.491395 -2.677671 2.46 -1.37 -1.09
O 1.731810 3.231142 -3.623906 -3.21 0.90 2.58
O 1.003042 4.637534 -1.612794 -1.08 -1.53 -1.35
C 2.309860 5.226740 -1.645568 0.42 0.74 0.89
C 2.194478 6.368218 -0.678810 0.01 1.53 1.20
C 0.314376 2.022510 -1.597446 0.34 1.43 -0.25
H 2.593769 5.538309 -2.650769 -0.14 -0.22 0.07
H 3.063394 4.601492 -1.166681 -0.22 -0.68 -0.78
H 2.297693 6.090530 0.370158 0.05 -0.70 -0.04
H 1.249132 6.910330 -0.655146 -0.14 -0.11 -0.70
H 2.970185 7.126335 -0.786631 0.15 -0.07 -0.48
H -0.428302 2.322493 -0.858165 -0.13 -0.02 -0.16
H 1.229313 1.810019 -1.044409 0.04 -0.22 -0.35
H -0.041607 1.225771 -2.250579 0.22 -0.01 0.13
O -5.178289 2.641895 -1.906253 0.34 0.54 -0.12
S -5.123505 1.338855 -2.451557 -2.53 -2.17 0.97
O -6.344800 0.546047 -2.655972 3.28 1.67 -0.13
O -4.142364 1.314279 -3.811936 -0.46 -0.05 0.59
C -2.993156 2.159736 -3.906105 0.55 -0.58 -2.61
C -2.257717 1.633995 -5.144066 1.16 -1.00 -0.71
C -3.815594 0.300270 -1.532027 0.77 -0.83 -0.37
H -2.413514 2.229503 -2.985646 0.00 -0.02 0.27
H -3.327563 3.163361 -4.168815 -0.42 0.49 0.59
H -2.824378 1.598262 -6.074504 -0.68 0.42 0.37
H -1.866469 0.617404 -5.104391 -0.49 -0.47 0.86
H -1.313527 2.077475 -5.460170 -0.18 1.14 0.73
H -2.976653 0.923268 -1.221951 -0.28 0.47 -0.25
H -3.489530 -0.447963 -2.254471 -0.14 -0.06 0.19
H -4.248413 -0.191966 -0.661120 -0.75 0.17 -0.12
O -5.361568 -3.010934 -1.603924 -0.43 2.47 0.01
S -5.424428 -4.408162 -1.542978 2.11 -3.89 1.06
O -6.557588 -5.181091 -1.976429 1.01 0.81 0.08
O -4.108518 -4.942280 -2.408862 -1.50 -0.58 0.49
C -2.876227 -4.260126 -2.521604 1.78 0.59 -1.11
C -1.711827 -5.180887 -2.917016 -0.68 -0.81 0.98
C -4.875287 -5.004999 0.170739 -0.12 0.90 -1.52
H -2.535095 -3.662859 -1.676029 -0.68 -0.15 0.41
H -2.825369 -3.611744 -3.396318 -1.12 0.63 0.05
H -0.824924 -4.555022 -3.015958 -0.01 -0.08 -0.10
H -1.907413 -5.743950 -3.829599 -0.03 0.25 -0.11
H -1.538200 -5.918628 -2.133620 0.22 -0.05 0.05
H -4.769075 -6.089574 0.193319 -0.36 0.16 -0.21
H -5.565092 -4.604101 0.913397 -0.03 -0.15 -0.16
H -3.892689 -4.549544 0.293899 -0.05 0.10 0.10
O 1.294641 3.437356 1.358479 1.66 -0.66 0.10
S 2.515740 2.690133 1.630442 -0.71 1.94 3.48
O 2.998453 1.779078 0.656871 0.34 -0.92 -0.70
O 3.708382 3.762285 2.019030 -0.64 -0.33 -0.79
C 5.076767 3.545301 1.520968 -0.17 -0.69 1.18
C 5.191065 3.758221 0.066594 0.61 -0.21 -0.93
C 2.368351 1.899440 3.365081 1.12 0.79 -2.45
H 5.412795 2.586336 1.915394 -0.06 -0.27 -0.39
H 5.730066 4.271260 2.005008 -0.56 0.26 0.37
H 6.237400 3.693072 -0.231810 0.25 0.35 0.22
H 4.840479 4.776904 -0.099122 -0.06 -0.14 -0.56
H 4.747223 2.988486 -0.564779 -0.60 0.32 0.19
H 3.353292 1.444636 3.470703 -0.21 -0.64 -0.10
H 1.527273 1.218865 3.232746 0.08 0.10 0.70
H 2.380404 2.693704 4.111476 -0.90 0.00 -0.29
O 4.196139 -3.581201 3.393302 0.30 1.80 -1.43
S 4.359209 -2.350840 2.626277 -2.37 -0.96 -0.84
O 5.352378 -1.394505 3.057721 -0.60 -0.43 -0.93
O 4.500441 -2.829774 1.014416 0.69 -0.09 1.87
C 4.929004 -1.860479 0.066505 0.75 1.39 0.25
C 5.061323 -2.458694 -1.300776 -0.96 -0.64 -0.47
C 2.627871 -1.569991 2.376306 1.11 -1.32 0.86
H 5.878712 -1.399074 0.337199 0.30 -0.37 0.43
H 4.254166 -1.005051 0.097223 -0.45 -0.04 -0.33
H 5.700667 -3.341018 -1.329694 0.16 0.15 0.18
H 5.389864 -1.745225 -2.056518 0.21 0.17 0.30
H 4.075089 -2.784465 -1.631422 -0.09 -0.16 -0.08
H 2.276637 -1.437630 3.399642 0.05 0.63 -0.10
H 1.975286 -2.344437 1.973223 0.42 -0.20 -0.15
H 2.593832 -0.716307 1.699420 0.40 0.09 0.41